Entry from the Open Molecules 2025 dataset: an isolated molecule of C24H27FN4O (wB97M-V/def2-TZVPD).

Computed properties:
Charge: 0
Spin multiplicity: 1
Structure (SMILES): O=C(Nc1ccnn1C1CCN(CCCc2ccccc2)CC1)c1cccc(F)c1
LUMO level: 0.4 eV
HOMO level: -8.0 eV
HOMO-LUMO gap: 8.39 eV

The geometry in XYZ format:
```
57
C24H27FN4O wB97M-V/def2-TZVPD
O -3.201 -0.452 1.988
C -3.242 0.307 1.042
N -2.186 1.068 0.639
C -0.961 1.187 1.306
C -0.322 2.355 1.679
C 0.849 1.919 2.300
N 0.921 0.603 2.295
N -0.170 0.155 1.685
C -0.404 -1.265 1.501
C -0.524 -1.618 0.014
C 0.828 -1.467 -0.680
N 1.766 -2.376 -0.063
C 2.018 -1.989 1.310
C 0.725 -2.086 2.121
H 0.401 -3.126 2.152
H 0.913 -1.740 3.137
H 2.757 -2.675 1.732
H 2.404 -0.961 1.389
C 2.935 -2.734 -0.828
C 4.107 -1.736 -0.939
H 4.977 -2.321 -1.244
H 4.320 -1.328 0.049
C 3.925 -0.594 -1.952
C 3.340 0.674 -1.394
C 2.235 1.273 -1.988
C 1.716 2.457 -1.493
C 2.300 3.068 -0.398
C 3.408 2.487 0.196
C 3.923 1.303 -0.300
H 4.797 0.870 0.164
H 3.877 2.961 1.045
H 1.900 3.993 -0.012
H 0.855 2.905 -1.969
H 1.776 0.807 -2.849
H 3.313 -0.944 -2.787
H 4.910 -0.342 -2.357
H 3.334 -3.643 -0.360
H 2.599 -3.005 -1.834
H 0.727 -1.726 -1.737
H 1.151 -0.416 -0.608
H -1.268 -0.990 -0.478
H -0.848 -2.656 -0.061
H -1.348 -1.503 2.006
H 1.627 2.501 2.750
H -0.665 3.358 1.532
H -2.343 1.750 -0.089
C -4.460 0.447 0.186
C -5.236 -0.690 -0.009
C -6.381 -0.597 -0.775
C -6.790 0.599 -1.339
C -6.024 1.731 -1.119
C -4.864 1.659 -0.366
H -4.300 2.563 -0.183
H -6.336 2.676 -1.536
H -7.693 0.634 -1.927
F -7.124 -1.701 -0.979
H -4.943 -1.628 0.437
```